[1]
This record from the OMol25 dataset describes a cluster of 5 separate species, C25H62FO7PSi in total. The level of theory is ωB97M-V/def2-TZVPD.

## Properties
Charge: 0
E (hartree): -2247.14650
M (g/mol): 552.8
LUMO (eV): 0.5
SMILES string: CCCCCC[Si@@H](CCCF)P(=O)(O)O.CCOCC.CCOCC.CCOCC.CCOCC

Atoms and positions in Å:
C: 1.037 2.646 -0.811
C: 0.120 1.724 -1.614
C: -0.896 0.940 -0.758
C: -0.979 -0.581 -1.016
C: -0.863 -1.466 0.237
C: 0.509 -2.128 0.442
Si: 1.939 -0.944 0.572
C: 1.849 0.238 2.030
C: 1.051 -0.285 3.236
C: 0.419 0.856 4.001
F: -0.432 0.358 4.987
P: 3.850 -2.147 0.521
O: 3.722 -3.296 -0.390
O: 4.250 -2.490 2.037
O: 5.071 -1.144 0.166
H: 1.886 2.111 -0.379
H: 1.439 3.455 -1.423
H: 0.488 3.118 0.009
H: 0.716 1.025 -2.208
H: -0.423 2.342 -2.333
H: -1.879 1.369 -0.959
H: -0.704 1.122 0.306
H: -0.218 -0.875 -1.746
H: -1.938 -0.808 -1.486
H: -1.128 -0.874 1.119
H: -1.609 -2.261 0.181
H: 0.480 -2.766 1.332
H: 0.737 -2.790 -0.400
H: 2.082 -0.165 -0.685
H: 2.866 0.489 2.346
H: 1.417 1.173 1.653
H: 0.256 -0.973 2.940
H: 1.716 -0.837 3.904
H: -0.178 1.491 3.340
H: 1.172 1.471 4.500
H: 5.148 -2.835 2.131
H: 4.868 -0.540 -0.557
C: 2.408 7.757 0.850
C: 3.361 6.674 0.375
O: 2.903 5.957 -0.759
C: 2.678 6.723 -1.931
C: 3.912 7.438 -2.453
H: 1.423 7.338 1.058
H: 2.793 8.206 1.767
H: 2.295 8.556 0.117
H: 3.474 5.914 1.149
H: 4.355 7.097 0.191
H: 1.863 7.439 -1.774
H: 2.330 5.998 -2.667
H: 4.271 8.200 -1.760
H: 3.673 7.937 -3.394
H: 4.720 6.729 -2.634
C: -4.772 -4.106 2.415
C: -4.983 -3.313 1.138
O: -3.966 -3.497 0.167
C: -3.783 -4.823 -0.302
C: -5.007 -5.419 -0.974
H: -3.803 -3.872 2.857
H: -5.550 -3.851 3.136
H: -4.823 -5.182 2.245
H: -4.960 -2.245 1.356
H: -5.969 -3.533 0.712
H: -3.439 -5.476 0.509
H: -2.965 -4.747 -1.020
H: -5.838 -5.545 -0.278
H: -4.760 -6.403 -1.373
H: -5.340 -4.786 -1.797
C: 1.129 -8.203 1.937
C: 2.324 -8.913 1.323
O: 2.528 -8.625 -0.048
C: 2.763 -7.259 -0.363
C: 3.981 -6.654 0.309
H: 0.219 -8.431 1.380
H: 0.996 -8.535 2.968
H: 1.261 -7.120 1.954
H: 2.172 -9.992 1.358
H: 3.228 -8.695 1.904
H: 1.875 -6.656 -0.141
H: 2.892 -7.248 -1.445
H: 3.873 -6.620 1.395
H: 4.106 -5.629 -0.042
H: 4.878 -7.228 0.071
C: -3.203 6.669 -1.126
C: -2.345 5.659 -1.867
O: -2.833 4.330 -1.808
C: -4.123 4.111 -2.355
C: -4.239 4.459 -3.828
H: -3.329 6.375 -0.083
H: -2.721 7.647 -1.153
H: -4.191 6.778 -1.575
H: -1.356 5.605 -1.410
H: -2.202 5.974 -2.907
H: -4.884 4.647 -1.777
H: -4.302 3.045 -2.210
H: -4.101 5.525 -4.012
H: -5.233 4.189 -4.189
H: -3.499 3.910 -4.412

***

[2]
This record from the OMol25 dataset describes the molecule C6H10S2. The level of theory is ωB97M-V/def2-TZVPD.

## Properties
Charge: 0
E (hartree): -1030.91620
M (g/mol): 146.3
Relative energy (zero: lowest compared OMol25 entry of this formula, charge and spin) (eV): 1.681
LUMO (eV): 0.8
SMILES string: C#C[C@H](SC)SCC

Atoms and positions in Å:
C: -2.584 -0.475 -0.476
C: -1.180 -1.049 -0.544
C: 0.730 0.609 0.760
C: 3.037 -0.783 0.099
C: -0.101 1.776 0.509
C: -0.758 2.752 0.256
H: -2.566 0.587 -0.253
H: -3.078 -0.605 -1.423
H: -3.182 -0.957 0.291
H: -1.195 -2.113 -0.811
H: -0.567 -0.572 -1.302
H: 1.251 0.751 1.715
H: 3.820 -0.973 -0.631
H: 2.456 -1.706 0.271
H: 3.515 -0.475 1.040
H: -1.342 3.644 0.053
S: -0.239 -0.928 1.016
S: 1.981 0.516 -0.570

***

[3]
This record from the OMol25 dataset describes a structure of composition C29H47CsF6N5O9S3 at a distorted geometry. The level of theory is ωB97M-V/def2-TZVPD.

## Properties
Charge: -1
E (hartree): -3898.16110
M (g/mol): 952.8
Relative energy (zero: lowest compared OMol25 entry of this formula, charge and spin) (eV): 1.666
LUMO (eV): 1.9

Atoms and positions in Å:
Cs: -0.588 2.202 0.101
C: -0.230 -1.978 -5.529
C: -0.885 -1.637 -4.187
C: -2.130 -0.764 -4.384
C: -3.196 -0.818 -3.268
C: -4.186 -1.936 -3.589
C: -3.936 0.514 -3.187
N: -2.534 -1.039 -1.908
C: -2.878 -2.256 -1.132
C: -1.794 -2.675 -0.158
N: -1.388 -1.678 0.811
C: -2.516 -1.020 1.499
C: -2.971 0.342 0.920
O: -3.605 0.354 -0.172
O: -2.652 1.329 1.601
C: -0.435 -2.224 1.818
C: -1.119 -3.196 2.803
C: 0.816 -2.964 1.290
C: 2.145 -2.256 0.922
C: 3.283 -3.176 1.369
C: 2.301 -0.903 1.614
N: 2.280 -2.162 -0.544
C: 1.329 -1.280 -1.213
C: 1.034 -1.779 -2.622
N: -0.003 -0.976 -3.236
C: 0.393 0.382 -3.600
C: -0.576 1.431 -3.026
O: -0.630 2.539 -3.573
O: -1.217 1.049 -2.011
H: -0.901 -2.578 -6.147
H: 0.694 -2.539 -5.381
H: 0.012 -1.071 -6.085
H: -1.193 -2.582 -3.716
H: -2.629 -1.069 -5.309
H: -1.820 0.269 -4.547
H: -4.719 -1.657 -4.499
H: -4.926 -2.066 -2.799
H: -3.696 -2.893 -3.777
H: -4.359 0.747 -4.166
H: -3.248 1.307 -2.892
H: -4.743 0.469 -2.454
H: -2.813 -0.243 -1.260
H: -1.506 -0.904 -2.032
H: -3.042 -3.095 -1.803
H: -3.813 -2.042 -0.613
H: -0.921 -2.969 -0.749
H: -2.172 -3.597 0.320
H: -2.200 -0.804 2.517
H: -3.392 -1.683 1.580
H: -0.105 -1.344 2.375
H: -1.255 -4.184 2.356
H: -2.090 -2.845 3.148
H: -0.482 -3.332 3.680
H: 0.559 -3.628 0.462
H: 1.075 -3.643 2.106
H: 3.295 -3.278 2.457
H: 4.250 -2.768 1.063
H: 3.171 -4.165 0.920
H: 2.163 -0.979 2.697
H: 1.582 -0.169 1.257
H: 3.301 -0.503 1.434
H: 3.223 -1.848 -0.746
H: 1.671 -0.238 -1.237
H: 0.393 -1.254 -0.651
H: 0.687 -2.816 -2.547
H: 1.962 -1.807 -3.217
H: 0.468 0.524 -4.682
H: 1.384 0.599 -3.196
F: -1.062 5.319 -1.175
C: 0.184 5.681 -1.512
F: 0.163 6.972 -1.857
F: 0.558 4.969 -2.563
S: 1.342 5.365 -0.074
O: 0.633 4.381 0.707
O: 1.639 6.648 0.481
N: 2.623 4.783 -0.787
S: 2.868 3.280 -1.169
O: 1.767 2.401 -0.857
O: 3.526 3.151 -2.429
C: 4.163 2.784 0.055
F: 5.337 3.378 -0.191
F: 4.344 1.452 -0.018
F: 3.788 3.086 1.305
C: -0.026 3.690 3.806
S: 1.247 2.558 3.233
O: 0.533 1.603 2.337
C: 1.490 1.707 4.790
C: 2.536 2.090 5.615
C: 2.742 1.412 6.809
C: 1.916 0.352 7.155
C: 0.882 -0.036 6.311
C: 0.667 0.641 5.120
H: -0.901 3.091 4.062
H: -0.251 4.387 3.004
H: 0.363 4.197 4.691
H: 3.188 2.904 5.321
H: 3.556 1.705 7.460
H: 2.084 -0.183 8.081
H: 0.246 -0.870 6.580
H: -0.119 0.352 4.430

***

[4]
This record from the OMol25 dataset describes a structure of composition C4H6O2. The level of theory is ωB97M-V/def2-TZVPD.

## Properties
Charge: 0
E (hartree): -306.41879
M (g/mol): 86.1
Relative energy (zero: lowest compared OMol25 entry of this formula, charge and spin) (eV): 2.381
LUMO (eV): 0.9

Atoms and positions in Å:
O: 1.394 -0.048 -1.809
C: 0.360 -0.597 -1.519
C: 0.094 -0.446 0.725
C: -0.038 1.050 1.013
O: -0.683 1.304 -0.247
C: -0.677 -0.074 -0.574
H: 1.122 -0.696 0.464
H: 0.197 -1.693 -1.653
H: -0.309 -1.202 1.392
H: -0.681 1.285 1.866
H: 0.912 1.586 1.082
H: -1.690 -0.469 -0.741

***

[5]
This record from the OMol25 dataset describes a cluster of 2 separate species, C21H27BFNO2P in total at a distorted geometry. The level of theory is ωB97M-V/def2-TZVPD.

## Properties
Charge: -1
E (hartree): -1487.76556
M (g/mol): 386.2
Relative energy (zero: lowest compared OMol25 entry of this formula, charge and spin) (eV): 0.000
LUMO (eV): 2.9

Atoms and positions in Å:
C: -2.498 -4.066 0.924
C: -3.079 -3.262 0.231
C: -4.026 -2.376 -0.565
C: -3.154 -1.276 -1.290
C: -2.831 -0.109 -0.315
B: -1.494 0.751 -0.694
F: -1.607 1.763 -1.718
O: -1.059 1.471 0.517
C: 0.322 1.260 0.734
C: 0.538 -0.087 -0.114
C: 0.586 -1.310 0.890
C: 1.410 -2.432 0.206
C: 2.513 -2.961 0.895
C: 3.285 -3.955 0.247
C: 2.955 -4.390 -1.040
C: 1.831 -3.846 -1.699
C: 1.509 -4.329 -3.125
C: 1.037 -2.860 -1.091
P: 2.172 0.305 -1.044
N: 1.811 1.289 -2.244
O: -0.393 -0.139 -1.142
H: -2.235 -4.868 1.599
H: -4.543 -3.036 -1.287
H: -4.731 -1.937 0.162
H: -2.258 -1.809 -1.660
H: -3.746 -0.887 -2.143
H: -3.697 0.593 -0.355
H: -2.693 -0.485 0.722
H: 1.017 2.053 0.370
H: 0.585 1.075 1.796
H: -0.427 -1.654 1.168
H: 1.090 -0.983 1.823
H: 2.762 -2.607 1.901
H: 4.160 -4.365 0.770
H: 3.567 -5.154 -1.540
H: 2.425 -4.563 -3.698
H: 0.963 -3.557 -3.699
H: 0.850 -5.214 -3.039
H: 0.175 -2.458 -1.633
H: 2.759 -0.850 -1.619
H: 3.078 0.970 -0.169
H: 2.085 0.828 -3.109
C: 0.100 5.839 3.470
C: 0.228 6.990 2.705
C: 0.045 6.934 1.329
C: -0.275 5.726 0.719
C: -0.407 4.575 1.485
C: -0.215 4.630 2.859
H: 0.245 5.882 4.543
H: 0.471 7.934 3.181
H: 0.152 7.831 0.730
H: -0.422 5.682 -0.353
H: -0.659 3.633 1.008
H: -0.313 3.731 3.455

***

[6]
This record from the OMol25 dataset describes a structure of composition C25H31BrN4O5PPt at a distorted geometry. The level of theory is ωB97M-V/def2-TZVPD.

## Properties
Charge: +3
E (hartree): -4600.12750
2S+1: 5
M (g/mol): 773.5
Relative energy (zero: lowest compared OMol25 entry of this formula, charge and spin) (eV): 0.481
LUMO (alpha / beta) (eV): -9.1 / -11.7
<S²>: 6.04

Atoms and positions in Å:
Pt: 0.901 -0.354 0.000
O: 3.522 -5.401 -0.303
C: 4.373 -4.664 -0.944
C: 5.653 -5.174 -1.309
C: 6.561 -4.384 -1.945
C: 6.232 -3.043 -2.243
C: 4.973 -2.526 -1.906
C: 4.023 -3.300 -1.278
C: 2.721 -2.663 -0.990
O: 2.535 -1.450 -1.326
N: 1.756 -3.378 -0.444
N: 0.732 -2.701 -0.026
C: -0.460 -3.111 0.210
C: -1.345 -2.215 0.923
C: -2.592 -2.630 1.367
C: -3.323 -1.794 2.200
C: -2.777 -0.579 2.574
C: -1.542 -0.211 2.057
N: -0.849 -0.995 1.238
H: 3.838 -6.311 -0.166
H: 5.898 -6.201 -1.060
H: 7.529 -4.781 -2.216
H: 6.953 -2.409 -2.743
H: 4.714 -1.502 -2.146
H: -0.768 -4.120 -0.048
H: -2.971 -3.598 1.066
H: -4.297 -2.094 2.562
H: -3.299 0.083 3.251
H: -1.101 0.737 2.325
C: -0.873 5.247 1.630
C: -0.883 4.100 0.673
C: -1.468 4.200 -0.592
C: -1.458 3.121 -1.462
C: -0.859 1.965 -1.013
Br: -0.761 0.387 -2.098
N: -0.311 1.827 0.177
C: -0.311 2.874 1.001
H: -1.894 5.510 1.913
H: -0.448 6.136 1.163
H: -0.313 5.024 2.535
H: -1.938 5.126 -0.900
H: -1.891 3.182 -2.451
H: 0.159 2.733 1.968
C: 3.311 4.502 -1.408
C: 3.336 3.641 -0.167
O: 2.349 2.554 -0.239
P: 2.731 1.064 -0.604
O: 3.977 0.624 0.267
C: 3.801 0.018 1.566
C: 3.646 1.050 2.661
O: 3.426 1.085 -2.007
C: 2.789 1.459 -3.260
C: 2.888 0.317 -4.246
H: 3.836 5.434 -1.202
H: 2.287 4.742 -1.695
H: 3.812 4.021 -2.246
H: 3.042 4.215 0.709
H: 4.324 3.216 0.007
H: 4.681 -0.602 1.723
H: 2.914 -0.646 1.539
H: 4.495 1.734 2.650
H: 3.612 0.562 3.635
H: 2.729 1.627 2.524
H: 3.318 2.333 -3.633
H: 1.750 1.745 -3.083
H: 2.354 0.573 -5.161
H: 2.461 -0.593 -3.824
H: 3.930 0.129 -4.505

***

[7]
This record from the OMol25 dataset describes a cluster of 5 separate species, C4H15NO3 in total at a distorted geometry. The level of theory is ωB97M-V/def2-TZVPD.

## Properties
Charge: -1
E (hartree): -441.76994
2S+1: 2
M (g/mol): 125.2
Relative energy (zero: lowest compared OMol25 entry of this formula, charge and spin) (eV): 2.117
LUMO (alpha / beta) (eV): 4.0 / 3.4
<S²>: 0.75

Atoms and positions in Å:
N: 0.344 -0.579 -1.363
C: 0.512 -1.708 -0.497
C: -0.620 -1.606 0.529
C: -1.712 -0.631 -0.124
C: -1.077 -0.391 -1.516
H: 0.951 0.190 -1.021
H: 0.389 -2.662 -1.020
H: 1.560 -1.601 0.082
H: -0.981 -2.605 0.766
H: -0.238 -1.144 1.437
H: -2.666 -1.172 -0.167
H: -1.808 0.244 0.515
H: -1.486 -1.090 -2.263
H: -1.302 0.555 -2.041
H: 2.241 1.187 2.808
H: 1.172 1.321 1.713
O: 1.505 0.714 2.410
H: 1.892 2.570 -0.261
H: 2.151 -2.124 0.738
O: 1.289 1.820 -0.290
H: 0.043 2.494 -0.304
H: -1.120 3.575 0.043
O: -1.039 2.645 -0.174

***

[8]
This record from the OMol25 dataset describes the molecule C2H5NO2 at a distorted geometry. The level of theory is ωB97M-V/def2-TZVPD.

## Properties
Charge: 0
E (hartree): -284.42138
M (g/mol): 75.1
Relative energy (zero: lowest compared OMol25 entry of this formula, charge and spin) (eV): 1.251
LUMO (eV): 0.7
SMILES string: O=CNCO

Atoms and positions in Å:
O: -1.119 -1.237 -0.980
C: -1.391 -0.185 -0.422
N: -0.415 0.583 0.178
C: 0.960 0.181 0.558
O: 1.423 -0.993 0.003
H: -2.339 0.363 -0.495
H: -0.459 1.558 -0.083
H: 0.913 -0.033 1.638
H: 1.559 1.083 0.311
H: 0.868 -1.319 -0.709